1.
A 11-piece molecular cluster, C48H126N8O19 overall at a distorted geometry. Source: the OMol25 dataset; level of theory: ωB97M-V/def2-TZVPD.

The calculation puts the HOMO energy at -0.308 hartree. Its SMILES is COCCNCCOC.COCCNCCOC.COCCNCCOC.COCCNCCOC.COCCNCCOC.COCCNCCOC.COCCNCCOC.COCCNCCOC.O.O.O. The spin multiplicity is 1. The energy above the lowest of the compared OMol25 structures with the same formula, charge and spin is 168.9 kcal per mole.

Last column: Löwdin charge in e.
Element x y z (Å)
C1 -4.9227 0.5205 4.2360  -0.074
O1 -6.3258 0.0805 4.1082  -0.160
C2 -6.9407 0.7513 3.0343  -0.274
C3 -8.4237 0.7362 3.1866  -0.235
N1 -9.2193 1.5366 2.2213  -0.079
C4 -10.6981 1.3360 2.1596  -0.130
C5 -11.1214 1.3016 0.6064  -0.166
O2 -12.4744 0.8851 0.5436  -0.199
C6 -13.1803 1.1009 -0.5790  -0.174
H1 -4.3216 0.3564 3.3416  0.072
H2 -4.6414 -0.0062 5.1478  0.086
H3 -4.6463 1.5576 4.4263  0.079
H4 -6.5982 0.2811 2.1126  0.109
H5 -6.7291 1.8161 2.9369  0.126
H6 -8.7732 0.8220 4.2154  0.125
H7 -8.6580 -0.3235 3.0849  0.110
H8 -8.7440 1.1678 1.4101  0.078
H9 -11.2105 2.0820 2.7670  0.114
H10 -10.7978 0.3370 2.5840  0.103
H11 -10.5108 0.6996 -0.0666  0.118
H12 -11.1642 2.3137 0.2039  0.113
H13 -14.2221 0.8250 -0.4158  0.093
H14 -12.8571 0.4476 -1.3895  0.084
H15 -13.1297 2.1037 -1.0033  0.087
C7 -0.0040 -7.0590 6.6906  -0.166
O3 1.0231 -6.5068 5.9662  -0.196
C8 0.7073 -5.1173 5.5961  -0.176
C9 1.9600 -4.2493 5.8016  -0.202
N2 3.1853 -4.9159 5.2981  -0.057
C10 4.3673 -4.0387 5.3305  -0.192
C11 5.4618 -4.6788 4.4751  -0.263
O4 5.2987 -4.4870 3.1322  -0.185
C12 5.4928 -5.6266 2.2932  -0.083
H16 -0.7758 -7.3330 5.9713  0.090
H17 -0.4212 -6.4521 7.4942  0.083
H18 0.3441 -7.9449 7.2218  0.085
H19 -0.1110 -4.7866 6.2356  0.105
H20 0.3871 -5.0720 4.5551  0.114
H21 1.9126 -3.8995 6.8329  0.109
H22 1.7403 -3.3394 5.2431  0.098
H23 3.3694 -5.8233 5.7017  0.101
H24 4.6062 -3.8983 6.3847  0.116
H25 4.0636 -3.1259 4.8178  0.115
H26 5.3314 -5.7157 4.7846  0.116
H27 6.4308 -4.2582 4.7439  0.123
H28 5.2502 -5.4127 1.2523  0.066
H29 4.8628 -6.4956 2.4827  0.088
H30 6.5250 -5.9707 2.3576  0.087
C13 -1.7295 2.9918 -1.4623  -0.048
O5 -2.6418 2.2662 -2.3805  -0.218
C14 -2.7461 2.7519 -3.6832  -0.260
C15 -3.9154 2.3379 -4.5233  -0.192
N3 -5.0666 3.0073 -3.9773  -0.067
C16 -6.2312 2.8082 -4.7485  -0.226
C17 -6.1228 3.5849 -6.0517  -0.203
O6 -5.6185 2.6921 -7.0361  -0.227
C18 -5.6008 3.1628 -8.3702  -0.114
H31 -0.6900 3.0220 -1.7888  0.047
H32 -1.8329 2.5106 -0.4897  0.078
H33 -2.1090 4.0064 -1.3410  0.088
H34 -1.8293 2.5514 -4.2377  0.116
H35 -2.7262 3.8251 -3.4940  0.119
H36 -4.0347 1.2639 -4.3802  0.117
H37 -3.7317 2.5694 -5.5725  0.125
H38 -5.1195 2.7863 -2.9932  0.105
H39 -7.1191 3.2700 -4.3166  0.116
H40 -6.5538 1.7745 -4.8733  0.120
H41 -5.3689 4.3692 -5.9831  0.126
H42 -7.0342 3.9973 -6.4845  0.117
H43 -5.3314 2.3807 -9.0801  0.084
H44 -4.8053 3.9046 -8.4416  0.084
H45 -6.5291 3.5815 -8.7587  0.082
C19 7.2728 7.4362 1.4128  -0.085
O7 6.7519 6.2595 0.7305  -0.176
C20 5.6942 5.6095 1.3822  -0.251
C21 6.0499 4.8083 2.6075  -0.196
N4 4.8202 4.0856 3.0301  -0.025
C22 5.0258 3.3103 4.2943  -0.212
C23 3.7245 2.9078 4.8581  -0.196
O8 3.4104 1.7810 3.9887  -0.186
C24 2.0700 1.4024 3.9082  -0.123
H46 7.8993 7.3722 2.3025  0.081
H47 6.4380 8.0727 1.7062  0.078
H48 7.7409 7.9974 0.6041  0.084
H49 5.0299 5.0859 0.6947  0.109
H50 4.9585 6.3764 1.6245  0.115
H51 6.3925 5.4423 3.4253  0.114
H52 6.8436 4.0950 2.3852  0.114
H53 4.5926 3.5173 2.2268  0.051
H54 5.4048 4.1109 4.9294  0.115
H55 5.7795 2.5228 4.2996  0.116
H56 3.0543 3.7666 4.8965  0.114
H57 3.8957 2.6445 5.9019  0.119
H58 1.3882 2.2494 3.8317  0.064
H59 1.6419 0.7502 4.6693  0.086
H60 1.9975 0.9510 2.9187  0.066
C25 7.1948 -6.9190 -5.9086  -0.101
O9 6.4312 -5.8141 -5.3857  -0.219
C26 5.0057 -6.0372 -5.2063  -0.199
C27 4.2544 -4.7791 -4.6837  -0.141
N5 4.7126 -4.4196 -3.2776  -0.082
C28 4.0763 -3.3565 -2.5712  -0.247
C29 4.5230 -3.3073 -1.1594  -0.202
O10 3.6778 -2.4670 -0.3750  -0.223
C30 3.8948 -2.5466 1.0056  -0.099
H61 8.2441 -6.7104 -5.7000  0.084
H62 7.1693 -6.8849 -6.9977  0.075
H63 6.8310 -7.9099 -5.6367  0.083
H64 4.9432 -6.8862 -4.5255  0.112
H65 4.6071 -6.4187 -6.1463  0.111
H66 3.2014 -5.0311 -4.5582  0.114
H67 4.4339 -3.9297 -5.3428  0.111
H68 5.7191 -4.3527 -3.2279  0.108
H69 2.9978 -3.4262 -2.7131  0.124
H70 4.2515 -2.4490 -3.1490  0.110
H71 5.5309 -2.9107 -1.0373  0.128
H72 4.6091 -4.3481 -0.8475  0.114
H73 4.9414 -2.2908 1.1713  0.088
H74 3.4053 -3.4142 1.4480  0.101
H75 3.3943 -1.6555 1.3843  0.079
C31 0.9156 5.3510 2.9476  -0.064
O11 1.2565 5.1789 1.5477  -0.200
C32 0.9514 3.9186 0.9364  -0.171
C33 1.5943 3.7360 -0.5213  -0.179
N6 1.0293 4.6791 -1.4846  -0.066
C34 1.9257 4.9767 -2.5864  -0.180
C35 1.8527 4.0230 -3.8022  -0.249
O12 2.7728 4.2367 -4.7880  -0.186
C36 4.1827 3.8945 -4.6915  -0.054
H76 1.2157 4.5021 3.5620  0.056
H77 -0.1380 5.6303 2.9595  0.088
H78 1.5470 6.1770 3.2747  0.087
H79 -0.1164 3.7965 0.7549  0.097
H80 1.1420 3.0381 1.5499  0.100
H81 1.4137 2.7696 -0.9921  0.078
H82 2.6629 3.8430 -0.3350  0.092
H83 0.8559 5.4668 -0.8768  0.104
H84 2.9373 4.9758 -2.1805  0.104
H85 1.7109 5.9536 -3.0196  0.123
H86 0.8879 4.1159 -4.3007  0.125
H87 1.9168 2.9861 -3.4726  0.090
H88 4.6195 4.3764 -3.8169  0.078
H89 4.7641 4.1382 -5.5807  0.085
H90 4.2695 2.8136 -4.5809  0.075
C37 -2.0050 -4.3608 1.0925  -0.053
O13 -3.1949 -4.3258 0.2119  -0.207
C38 -2.8369 -4.8185 -1.0663  -0.227
C39 -4.1980 -4.6019 -1.8054  -0.196
N7 -4.1868 -3.1848 -2.0913  -0.084
C40 -5.4280 -2.5250 -2.4948  -0.167
C41 -5.3097 -0.9865 -2.1076  -0.181
O14 -5.0000 -0.7832 -0.7350  -0.207
C42 -5.1429 0.5574 -0.3972  -0.125
H91 -1.0856 -3.9347 0.6908  0.085
H92 -1.8385 -5.4271 1.2458  0.083
H93 -2.4200 -3.8737 1.9748  0.087
H94 -2.6386 -5.8879 -1.1368  0.114
H95 -2.0287 -4.2878 -1.5696  0.105
H96 -5.0902 -4.9901 -1.3141  0.118
H97 -4.1146 -5.0663 -2.7880  0.111
H98 -4.0234 -2.6320 -1.2620  0.077
H99 -6.2759 -2.8694 -1.9027  0.110
H100 -5.6158 -2.6879 -3.5561  0.114
H101 -6.2644 -0.5292 -2.3674  0.116
H102 -4.5033 -0.4528 -2.6106  0.111
H103 -6.2148 0.7022 -0.2630  0.087
H104 -4.8232 1.2571 -1.1694  0.070
H105 -4.5517 0.8721 0.4628  0.088
C43 -0.1540 -1.5888 -2.6750  -0.108
O15 1.0130 -1.0777 -2.0718  -0.175
C44 1.3210 0.2778 -2.3854  -0.194
C45 2.8288 0.6063 -2.1570  -0.196
N8 3.2406 0.4258 -0.7835  -0.045
C46 4.6807 0.6708 -0.4175  -0.136
C47 4.7841 1.9020 0.5532  -0.183
O16 6.1132 1.8319 1.1412  -0.214
C48 6.4169 0.7410 2.0437  -0.095
H106 0.1088 -1.7923 -3.7130  0.080
H107 -1.0510 -0.9847 -2.8111  0.087
H108 -0.4277 -2.6076 -2.4007  0.074
H109 0.7188 1.0752 -1.9500  0.091
H110 1.0268 0.4407 -3.4222  0.114
H111 3.1159 1.5933 -2.5196  0.093
H112 3.4092 -0.1574 -2.6748  0.105
H113 3.0196 -0.5468 -0.6248  0.057
H114 5.3748 0.6932 -1.2576  0.126
H115 4.9783 -0.0947 0.2992  0.075
H116 3.9702 1.8966 1.2783  0.103
H117 4.8322 2.8025 -0.0589  0.104
H118 5.5631 0.4269 2.6441  0.085
H119 7.2321 1.1057 2.6686  0.084
H120 6.8139 -0.1584 1.5731  0.073
O17 -0.7073 -2.2655 4.5031  -0.045
H121 -1.0565 -1.6226 5.1204  0.034
H122 -0.1959 -1.7478 3.8812  0.000
O18 -2.0761 -0.4585 0.6672  -0.029
H123 -2.8964 -0.5206 0.1778  0.027
H124 -2.0264 -1.2792 1.1574  0.043
O19 0.2313 -0.6996 1.8126  -0.046
H125 0.8874 -0.4156 1.1760  0.024
H126 -0.6055 -0.4415 1.4260  -0.033



2.
A 2-piece molecular cluster, C3H9O2 overall at a distorted geometry. Source: the OMol25 dataset; level of theory: ωB97M-V/def2-TZVPD.

The calculation puts the HOMO energy at -0.075 hartree. The net charge is -1. The spin multiplicity is 1. The energy above the lowest of the compared OMol25 structures with the same formula, charge and spin is 32.9 kcal per mole.

Last column: natural (NBO) charge in e.
Element x y z (Å)
C1 0.0110 -2.5060 -0.9663  -0.189
O1 0.9406 -1.6202 -1.3292  -0.980
H1 -1.0411 -2.2644 -1.2679  0.062
H2 0.0799 -3.5308 -1.3837  0.065
H3 0.0160 -2.7369 0.1359  0.056
C2 -0.1739 1.5517 -0.1143  -0.062
O2 -0.3054 2.9567 0.1657  -0.749
C3 0.1052 0.7343 1.1129  -0.656
H4 -1.1582 1.2354 -0.4577  0.165
H5 0.5014 1.3855 -0.9405  0.192
H6 0.3475 3.2215 0.8166  0.452
H7 -0.5419 1.0862 1.9078  0.184
H8 0.0753 -0.3283 0.8690  0.275
H9 1.1436 0.8152 1.4518  0.188



3.
C41H33N5O2PPtS as an isolated structure at a distorted geometry. Source: the OMol25 dataset; level of theory: ωB97M-V/def2-TZVPD.

The calculation puts the HOMO energy at -0.591 hartree. The net charge is +3. The spin multiplicity is 1. The energy above the lowest of the compared OMol25 structures with the same formula, charge and spin is 3.6 kcal per mole.

Last column: Löwdin charge in e.
Element x y z (Å)
Pt1 0.9859 0.5249 -0.3818  1.048
C1 2.2860 -2.7376 -2.1713  0.015
O1 1.0335 -2.0691 -1.8948  -0.067
C2 0.1620 -1.8976 -2.8475  -0.215
C3 0.3691 -2.1938 -4.2023  0.031
C4 -0.6593 -2.0070 -5.0937  0.040
C5 -1.9460 -1.5231 -4.7046  -0.015
C6 -2.1731 -1.2156 -3.4096  0.034
C7 -1.1220 -1.3730 -2.4410  -0.193
N1 -1.2276 -1.1016 -1.1599  0.150
N2 -2.3522 -0.9045 -0.6034  0.173
C8 -2.7626 0.0289 0.1552  -0.080
C9 -2.0376 1.3450 0.2180  -0.262
O2 -0.8741 1.4768 -0.1980  -0.118
C10 -2.7276 2.4514 0.7965  0.028
C11 -3.9184 2.2767 1.4138  0.077
C12 -4.5758 0.9897 1.5334  -0.157
C13 -5.7673 0.8687 2.2367  0.023
C14 -6.3918 -0.3678 2.3445  -0.010
C15 -5.8309 -1.4818 1.7388  -0.017
C16 -4.6476 -1.3670 1.0180  0.006
C17 -4.0088 -0.1383 0.9188  -0.106
H1 2.0979 -3.7002 -2.6426  0.119
H2 2.7449 -2.8812 -1.1997  0.086
H3 2.9150 -2.1097 -2.8011  0.104
H4 1.3222 -2.5689 -4.5450  0.130
H5 -0.4897 -2.2458 -6.1367  0.141
H6 -2.7228 -1.4160 -5.4483  0.133
H7 -3.1366 -0.8485 -3.0763  0.134
H8 -2.2284 3.4096 0.7580  0.138
H9 -4.4085 3.1287 1.8718  0.144
H10 -6.2089 1.7423 2.6994  0.134
H11 -7.3194 -0.4568 2.8928  0.130
H12 -6.3200 -2.4430 1.8184  0.126
H13 -4.2266 -2.2356 0.5270  0.120
N3 2.7493 -0.5347 1.7939  -0.062
P1 1.0748 -0.5522 1.5700  0.889
C18 0.3214 0.2711 2.9643  -0.344
C19 0.2157 1.6659 2.9381  -0.102
C20 -0.2659 2.3411 4.0457  -0.050
C21 -0.6414 1.6319 5.1811  -0.031
C22 -0.5368 0.2474 5.2133  -0.038
C23 -0.0556 -0.4378 4.1086  -0.067
C24 0.5870 -2.2769 1.5873  -0.350
C25 1.5290 -3.2740 1.3439  -0.088
C26 1.1350 -4.6040 1.3018  -0.044
C27 -0.1970 -4.9400 1.4977  -0.035
C28 -1.1392 -3.9477 1.7450  -0.047
C29 -0.7508 -2.6195 1.7908  -0.110
C30 3.5698 -0.2217 0.7398  -0.354
C31 4.9573 -0.3362 0.8202  0.026
C32 5.7168 -0.0537 -0.2890  0.001
C33 5.0901 0.3267 -1.4780  -0.020
C34 3.7282 0.4332 -1.4959  -0.117
N4 2.9665 0.1838 -0.3985  -0.091
H14 3.1726 -0.7069 2.6952  0.146
H15 0.5166 2.2196 2.0547  0.090
H16 -0.3401 3.4203 4.0317  0.120
H17 -1.0096 2.1627 6.0490  0.124
H18 -0.8210 -0.2982 6.1028  0.124
H19 0.0312 -1.5160 4.1431  0.112
H20 2.5740 -3.0213 1.2077  0.100
H21 1.8717 -5.3794 1.1376  0.122
H22 -0.4996 -5.9786 1.4792  0.124
H23 -2.1715 -4.2161 1.9269  0.116
H24 -1.4847 -1.8545 2.0178  0.099
H25 5.4113 -0.6549 1.7484  0.134
H26 6.7945 -0.1366 -0.2406  0.136
H27 5.6568 0.5496 -2.3696  0.128
H28 3.1950 0.7395 -2.3799  0.110
S1 0.2904 2.9286 -4.2669  1.173
C35 0.3821 1.5994 -3.2184  -0.442
N5 1.0459 1.7808 -2.1088  -0.147
C36 1.5321 3.0905 -2.0243  -0.311
C37 2.2799 3.6392 -0.9792  -0.026
C38 2.6865 4.9499 -1.0906  -0.039
C39 2.3630 5.7225 -2.2178  -0.035
C40 1.6247 5.1947 -3.2531  -0.048
C41 1.2125 3.8668 -3.1398  -0.437
H29 -0.0741 0.6531 -3.4728  0.061
H30 2.5253 3.0529 -0.1023  0.097
H31 3.2702 5.3955 -0.2967  0.121
H32 2.6998 6.7483 -2.2732  0.126
H33 1.3772 5.7866 -4.1236  0.127



no.,gap between HOMO and LUMO (eV)
1,8.8
2,5.7
3,5.6